# 1
{
  "formula": "C29H37Cl5CsN5O4S4",
  "method": "ωB97M-V/def2-TZVPD",
  "elements": ["Cs", "N", "N", "C", "N", "S", "H", "H", "H", "H", "H", "Cl", "C", "C", "C", "Cl", "C", "Cl", "C", "Cl", "C", "Cl", "O", "S", "C", "C", "C", "C", "C", "C", "C", "C", "C", "C", "C", "C", "H", "H", "H", "H", "H", "H", "H", "H", "H", "H", "C", "N", "C", "C", "N", "C", "S", "H", "H", "H", "H", "H", "H", "H", "H", "C", "C", "C", "S", "O", "C", "C", "C", "H", "H", "H", "H", "H", "H", "H", "H", "H", "H", "H", "H", "H", "H", "O", "O"],
  "coordinates": [[-0.511, -0.877, 0.370], [1.965, 1.535, -1.395], [0.827, 0.940, -1.970], [0.923, 0.056, -2.991], [-0.244, -0.245, -3.592], [2.371, -0.632, -3.473], [2.706, 1.480, -2.091], [2.255, 0.956, -0.608], [-0.017, 1.496, -1.878], [-1.136, 0.061, -3.232], [-0.222, -0.941, -4.314], [-3.245, -0.444, -2.036], [-3.467, 1.183, -1.312], [-2.450, 1.681, -0.524], [-2.709, 2.949, -0.043], [-1.495, 3.709, 1.004], [-3.854, 3.696, -0.321], [-4.078, 5.297, 0.289], [-4.847, 3.119, -1.113], [-6.305, 3.977, -1.448], [-4.659, 1.834, -1.619], [-5.892, 1.101, -2.581], [1.431, -3.185, 0.987], [2.381, -2.918, 2.107], [3.708, -1.928, 1.415], [3.679, -1.613, 0.070], [4.667, -0.782, -0.446], [5.656, -0.279, 0.386], [5.670, -0.604, 1.738], [4.689, -1.430, 2.260], [3.311, -4.431, 2.341], [3.828, -4.720, 3.592], [4.553, -5.891, 3.768], [4.733, -6.759, 2.701], [4.190, -6.465, 1.456], [3.473, -5.295, 1.269], [2.889, -1.995, -0.565], [4.640, -0.526, -1.497], [6.422, 0.371, -0.019], [6.443, -0.209, 2.384], [4.684, -1.680, 3.315], [3.659, -4.046, 4.423], [4.963, -6.131, 4.740], [5.291, -7.676, 2.841], [4.325, -7.151, 0.630], [3.026, -5.046, 0.315], [-5.644, 1.335, 1.963], [-4.696, 1.541, 3.045], [-4.235, 2.901, 3.349], [-2.955, 2.618, 4.146], [-2.565, 1.242, 3.776], [-3.587, 0.755, 3.178], [-3.654, -0.929, 2.659], [-6.507, 1.979, 2.125], [-6.001, 0.305, 1.966], [-5.207, 1.561, 0.986], [-4.987, 3.450, 3.913], [-4.020, 3.441, 2.422], [-3.137, 2.650, 5.224], [-2.159, 3.323, 3.910], [-1.749, -0.366, 4.477], [4.274, 5.120, 2.190], [2.938, 4.388, 2.139], [3.135, 2.881, 2.056], [1.568, 2.021, 1.811], [1.931, 0.585, 1.496], [0.891, 2.017, 3.499], [1.230, 0.776, 4.313], [2.698, 0.633, 4.690], [4.127, 6.199, 2.249], [4.865, 4.911, 1.297], [4.858, 4.812, 3.059], [2.359, 4.721, 1.274], [2.349, 4.641, 3.025], [3.651, 2.473, 2.926], [3.701, 2.608, 1.162], [-0.189, 2.083, 3.354], [1.227, 2.938, 3.982], [0.908, -0.109, 3.759], [0.611, 0.813, 5.214], [3.307, 0.455, 3.804], [2.840, -0.212, 5.365], [3.068, 1.527, 5.198], [-2.074, -1.302, 2.909], [-1.747, -1.340, 4.310]],
  "atomic_forces_ev_per_a": [[0.022, -0.063, -0.050], [0.025, -0.034, 0.052], [0.048, 0.133, -0.048], [0.008, -0.006, 0.053], [-0.022, -0.003, -0.022], [-0.007, -0.015, -0.004], [-0.015, 0.020, -0.017], [0.034, -0.017, -0.044], [-0.014, 0.003, 0.038], [0.007, 0.003, 0.003], [-0.008, -0.003, 0.007], [-0.058, 0.067, 0.128], [0.129, -0.048, 0.011], [-0.086, -0.112, -0.199], [0.057, 0.099, 0.076], [-0.026, -0.022, -0.046], [0.024, -0.074, -0.027], [-0.006, 0.008, 0.013], [-0.027, 0.022, -0.036], [0.015, 0.001, 0.011], [0.005, 0.007, -0.007], [0.001, 0.004, -0.001], [-0.170, 0.102, -0.104], [0.109, 0.011, 0.094], [0.014, -0.014, -0.019], [0.030, 0.016, 0.018], [-0.018, -0.006, 0.023], [-0.004, 0.009, -0.015], [0.019, 0.008, 0.014], [0.000, -0.013, -0.014], [0.012, 0.012, -0.010], [0.005, -0.011, 0.003], [0.005, -0.009, -0.006], [0.002, 0.011, 0.014], [0.003, -0.002, -0.009], [-0.006, 0.009, 0.012], [0.007, -0.007, -0.002], [-0.001, -0.006, -0.016], [0.002, -0.002, 0.001], [-0.003, -0.001, 0.000], [0.003, 0.001, 0.002], [-0.003, 0.005, -0.003], [0.003, -0.003, 0.000], [0.001, 0.000, 0.003], [0.001, 0.000, 0.002], [0.008, -0.007, -0.003], [-0.008, -0.006, 0.001], [0.016, -0.046, -0.031], [0.003, 0.044, 0.025], [0.006, 0.032, 0.002], [0.024, -0.041, 0.004], [-0.040, -0.020, -0.023], [0.032, 0.016, -0.006], [0.001, 0.003, -0.002], [0.006, -0.001, 0.000], [-0.001, 0.003, 0.016], [0.000, 0.002, 0.001], [-0.004, -0.008, 0.010], [0.000, 0.005, 0.006], [-0.002, 0.002, 0.006], [0.009, 0.004, 0.004], [0.001, 0.000, 0.000], [0.001, -0.005, 0.002], [-0.019, -0.023, 0.027], [0.051, -0.054, -0.014], [-0.168, 0.002, 0.013], [-0.010, 0.028, -0.020], [0.001, -0.025, -0.013], [0.000, 0.001, -0.006], [0.001, 0.001, 0.000], [0.001, 0.001, 0.001], [0.002, 0.000, 0.000], [0.005, 0.001, -0.002], [-0.003, 0.002, 0.001], [0.002, 0.001, 0.002], [0.007, 0.014, 0.000], [0.008, -0.013, 0.015], [0.000, 0.000, 0.007], [0.003, 0.009, 0.005], [0.004, 0.010, 0.004], [0.003, 0.008, 0.005], [-0.010, -0.004, 0.001], [0.003, 0.002, 0.001], [-0.048, -0.039, 0.101], [-0.003, 0.018, -0.014]],
  "mulliken_charge": [1.603, -0.645, 0.020, 0.420, -0.320, -0.455, 0.297, 0.154, 0.173, 0.121, 0.185, -0.277, 0.714, -0.576, -0.054, -0.160, -0.339, -0.144, 0.489, -0.195, -0.409, -0.177, -0.736, 0.670, 0.793, -0.302, -0.432, -0.654, -0.626, -0.682, 0.127, -0.138, -0.642, -0.428, -0.694, -0.377, 0.536, 0.420, 0.433, 0.415, 0.272, 0.420, 0.393, 0.382, 0.386, 0.410, -1.456, 0.009, 0.015, -0.691, -0.422, 0.465, 0.002, 0.324, 0.458, 0.657, 0.423, -0.277, 0.362, 0.267, 0.503, -1.382, -0.215, -0.715, 0.379, -0.934, 0.595, -0.211, -1.112, 0.398, 0.329, 0.320, 0.317, 0.255, 0.306, 0.442, -1.007, 0.539, 0.166, 0.532, -0.118, 0.423, 0.372, -0.288, -0.402],
  "gap_ha": 0.300,
  "homo_ev": -8.01
}


# 2
{
  "formula": "C5H11FN",
  "method": "ωB97M-V/def2-TZVPD",
  "elements": ["C", "C", "C", "C", "C", "N", "F", "H", "H", "H", "H", "H", "H", "H", "H", "H", "H", "H"],
  "coordinates": [[-1.000, 0.380, 0.872], [-1.229, 0.432, -0.632], [0.266, 1.006, 1.112], [0.204, 0.563, -1.246], [1.427, -1.579, 0.136], [0.984, 0.348, -0.016], [2.300, 0.917, -0.289], [-1.826, 0.801, 1.441], [-0.993, -0.763, 1.063], [-1.750, -0.488, -1.005], [-1.993, 1.340, -0.710], [0.101, 2.147, 0.899], [0.741, 0.774, 2.002], [0.442, -0.209, -1.969], [0.339, 1.540, -1.688], [2.572, -1.617, 0.227], [0.862, -1.949, 1.003], [0.933, -1.869, -0.741]],
  "atomic_forces_ev_per_a": [[-2.804, -4.103, 0.357], [-2.424, 1.317, -0.752], [0.684, 2.403, -1.930], [-1.957, -0.364, 0.355], [0.777, 2.534, 1.723], [3.786, -1.164, -0.987], [-1.680, -0.644, 0.823], [0.102, -0.039, 0.034], [0.143, 1.825, 0.595], [0.390, 1.017, 0.344], [2.003, -1.716, -0.984], [1.080, -1.931, 0.377], [0.959, -0.050, 1.739], [0.018, 0.089, -0.070], [0.586, 0.249, 0.248], [-1.998, 0.419, -0.365], [0.454, 0.526, -0.079], [-0.118, -0.369, -1.425]],
  "nbo_charge": [-0.427, -0.428, -0.243, -0.269, -0.216, 0.136, -0.219, 0.266, 0.205, 0.245, 0.256, 0.250, 0.246, 0.233, 0.262, 0.271, 0.227, 0.207],
  "gap_ha": 0.398,
  "charge": 1,
  "homo_ev": -15.68
}


# 3
{
  "formula": "H12O6Zn",
  "method": "ωB97M-V/def2-TZVPD",
  "elements": ["Zn", "O", "H", "H", "O", "H", "H", "O", "H", "H", "O", "H", "H", "O", "H", "H", "O", "H", "H"],
  "coordinates": [[-19.790, -1.332, 9.897], [-21.193, -2.707, 10.249], [-20.741, -3.551, 10.245], [-21.936, -2.837, 10.838], [-20.731, -0.218, 11.259], [-20.591, 0.608, 11.723], [-21.501, -0.602, 11.679], [-18.867, -2.639, 8.653], [-17.939, -2.769, 8.459], [-19.326, -3.084, 7.941], [-20.825, -0.506, 8.357], [-21.656, -0.804, 7.987], [-20.584, 0.253, 7.826], [-18.622, -2.298, 11.346], [-18.712, -2.092, 12.277], [-17.810, -2.803, 11.289], [-18.287, 0.001, 9.881], [-18.036, 0.578, 9.159], [-17.594, 0.114, 10.531]],
  "atomic_forces_ev_per_a": [[1.002, 0.787, -0.100], [0.155, -0.081, -0.427], [0.262, -1.153, -0.013], [-1.021, -0.046, 0.575], [-0.522, -0.201, -0.287], [0.580, 1.045, 0.438], [-0.788, -0.190, 0.522], [-0.525, -0.329, 0.379], [1.106, 0.145, -0.192], [-0.522, -0.393, -0.883], [0.155, -0.149, 0.316], [-1.010, -0.424, -0.337], [0.376, 0.886, -0.580], [-0.430, 0.129, -0.096], [-0.230, 0.045, 1.139], [0.913, -0.660, -0.183], [-0.116, 0.008, -0.319], [0.163, 0.516, -0.578], [0.453, 0.065, 0.628]],
  "lowdin_spin": [0.040, 0.183, -0.001, 0.001, 0.185, 0.002, 0.000, 0.161, 0.002, 0.000, 0.198, 0.001, 0.001, 0.210, 0.001, 0.001, 0.013, 0.000, 0.001],
  "gap_ha": [0.521, 0.169],
  "spin_multiplicity": 2,
  "charge": 3,
  "homo_ev": [-25.68, -25.26]
}


# 4
{
  "formula": "C3H4F2",
  "method": "ωB97M-V/def2-TZVPD",
  "elements": ["C", "C", "C", "H", "H", "H", "H", "F", "F"],
  "coordinates": [[-0.681, -0.527, -0.186], [0.577, 0.024, -0.773], [-0.065, 0.622, 0.605], [1.560, -0.436, -0.762], [0.473, 0.736, -1.551], [-0.258, 1.738, 1.125], [0.668, 0.269, 1.519], [-0.442, -1.726, 0.569], [-1.832, -0.701, -0.547]],
  "atomic_forces_ev_per_a": [[6.444, -0.514, 5.624], [-1.123, 1.593, 1.097], [2.957, 0.619, 3.151], [-0.449, -0.388, 0.298], [-0.320, 0.315, -0.972], [-0.243, -2.726, -2.880], [-2.226, 0.023, -2.351], [0.648, 0.514, -0.658], [-5.688, 0.564, -3.309]],
  "nbo_charge": [0.700, -0.474, -0.543, 0.243, 0.223, 0.265, 0.235, -0.389, -0.260],
  "gap_ha": 0.431,
  "homo_ev": -10.68
}